Here is a 13-piece molecular cluster, CH24F3O15S overall in a non-equilibrium geometry from OMol25. Energies are from the ωB97M-V functional and the def2-TZVPD basis.

Atoms and positions in Å:
1 C -1.213 0.191 -0.527
2 F -1.698 -0.772 -1.329
3 F -1.851 1.323 -0.773
4 F -1.430 -0.171 0.742
5 S 0.638 0.293 -0.837
6 O 0.763 0.640 -2.240
7 O 1.053 1.319 0.112
8 O 1.163 -1.034 -0.519
9 O -4.483 1.079 2.520
10 H -5.091 0.830 3.223
11 H -4.085 0.232 2.227
12 O -2.026 1.351 4.381
13 H -2.938 1.378 4.683
14 H -2.046 0.760 3.622
15 O -0.038 0.882 -4.940
16 H 0.300 0.945 -4.028
17 H 0.684 1.199 -5.491
18 O 0.482 4.067 0.204
19 H -0.198 4.704 0.449
20 H 0.033 3.210 0.180
21 O -3.198 -1.477 2.280
22 H -2.284 -1.686 2.042
23 H -3.420 -2.103 2.979
24 O -3.155 -3.228 -2.573
25 H -2.204 -3.058 -2.635
26 H -3.315 -3.380 -1.636
27 O 0.973 -3.142 1.368
28 H 0.993 -2.533 0.606
29 H 0.973 -4.022 0.976
30 O 0.167 -3.132 -2.176
31 H 1.127 -3.038 -2.213
32 H -0.109 -2.404 -1.612
33 O 3.110 -0.790 -2.977
34 H 2.310 -0.245 -2.864
35 H 3.686 -0.519 -2.240
36 O 1.581 1.192 2.943
37 H 1.402 2.058 3.322
38 H 1.327 1.274 2.007
39 O 3.423 3.930 0.699
40 H 3.627 3.498 -0.135
41 H 2.474 3.769 0.821
42 O 4.266 -0.783 -0.362
43 H 3.370 -1.117 -0.190
44 H 4.858 -1.492 -0.091

Output
Relative energy (zero: lowest compared OMol25 entry of this formula, charge and spin): 0.583 eV
Charge: -1
LUMO: 2.092 eV
HOMO: -7.95 eV
Kohn-Sham gap: 10.0 eV
M: 365.2 g/mol